(1)
# C42H99N5O3

A cluster of 8 separate species, C42H99N5O3 in total at a distorted geometry (ωB97M-V/def2-TZVPD, the Open Molecules 2025 dataset).

Values from the calculation:
M in g/mol: 722.3
DFT total energy in a.u.: -2158.88665
HOMO level in eV: -8.110

ORCA input file:
```
! RIJCOSX wB97M-V def2-TZVPD def2/J DEFGRID3
* xyz 0 1
C -14.4336 7.3114 19.3218
C -15.6039 7.9143 20.1480
C -15.1663 9.1846 20.8836
O -13.7574 9.1106 20.6377
C -13.4774 8.4923 19.4166
H -14.8277 6.9875 18.3605
H -13.9524 6.5257 19.9036
H -16.0117 7.1521 20.8139
H -16.4512 8.0887 19.4826
H -15.3026 9.1701 21.9631
H -15.5815 10.0591 20.3808
H -12.4402 8.1663 19.3310
H -13.5697 9.1999 18.5880
C -8.3187 8.8560 22.7835
C -9.5260 8.2871 22.0470
C -9.0656 8.3296 20.5259
O -7.6888 8.0688 20.6882
C -7.1129 8.6411 21.8489
H -7.8264 8.4107 23.6508
H -8.4732 9.8977 23.0638
H -10.4778 8.7696 22.2670
H -9.7138 7.2247 22.2118
H -9.1692 9.3869 20.2716
H -9.5875 7.6189 19.8886
H -6.8230 9.6836 21.6980
H -6.3081 7.9986 22.2006
C -9.8594 4.0741 16.8215
C -10.0903 5.4200 16.0887
C -10.3389 6.3929 17.2289
O -10.6649 5.5682 18.3174
C -9.7927 4.4752 18.2424
H -9.0203 3.4601 16.4940
H -10.7395 3.4330 16.7486
H -10.8229 5.3984 15.2831
H -9.1399 5.7347 15.6537
H -11.1478 7.0541 16.9177
H -9.4266 6.9827 17.3235
H -10.0295 3.6665 18.9345
H -8.8082 4.8020 18.5898
C -6.9242 4.2165 21.3377
C -6.8242 3.2370 22.5160
N -7.7880 3.5787 23.5613
C -8.2224 2.3361 24.2184
C -7.3023 1.7802 25.3346
C -7.4330 4.8106 24.3168
C -8.4031 5.1334 25.4149
H -7.8157 3.9610 20.7628
H -6.1512 4.1490 20.5708
H -6.9840 5.2460 21.6887
H -7.1145 2.2914 22.0610
H -5.8138 3.2549 22.9322
H -9.2574 2.3085 24.5642
H -8.2816 1.4804 23.5432
H -6.2466 1.9191 25.1038
H -7.4602 2.4933 26.1484
H -7.6194 0.8561 25.8160
H -7.3371 5.6493 23.6279
H -6.4614 4.6642 24.7971
H -8.3272 4.3811 26.2027
H -9.4463 5.2539 25.1251
H -8.1240 5.9775 26.0481
C -9.9583 -0.0040 16.9021
C -8.4461 0.2163 16.7591
N -7.8935 0.3858 18.0656
C -8.0812 -0.7619 18.9925
C -7.9736 -0.2549 20.4578
C -6.5292 0.8320 17.9846
C -6.2744 2.3086 17.7206
H -10.4529 0.2405 15.9607
H -10.3435 0.6400 17.6923
H -10.3040 -1.0166 17.1113
H -7.8075 -0.4913 16.2207
H -8.2677 1.1515 16.2254
H -9.1512 -0.9718 18.9932
H -7.5452 -1.6471 18.6465
H -8.4468 -0.8431 21.2447
H -6.9414 -0.1856 20.8071
H -8.3783 0.7516 20.5646
H -5.8829 0.2332 17.3341
H -6.0634 0.6137 18.9479
H -6.5355 2.5540 16.6903
H -5.2454 2.6075 17.9191
H -6.8970 2.8960 18.3971
C -2.9275 5.3640 16.4579
C -2.9307 6.7912 16.9728
N -4.1966 7.5199 16.8249
C -4.0475 8.9710 17.1606
C -3.6458 9.7794 15.8553
C -5.3186 6.9629 17.5997
C -6.7080 7.4862 17.2695
H -1.8985 5.0164 16.3587
H -3.3797 5.3047 15.4666
H -3.4343 4.6033 17.0520
H -2.7185 6.7228 18.0452
H -2.0890 7.3439 16.5562
H -3.4334 9.0282 18.0607
H -5.0392 9.3904 17.3249
H -2.7919 9.2847 15.3920
H -3.5070 10.8490 16.0115
H -4.4462 9.7015 15.1192
H -5.2586 5.8841 17.4454
H -5.1472 7.0725 18.6753
H -6.7729 7.5391 16.1827
H -7.4248 6.8600 17.7988
H -6.8240 8.4762 17.7113
C -15.1028 2.4030 10.9303
C -14.9319 1.0644 11.6256
N -13.7939 1.0440 12.5635
C -13.8599 2.0545 13.5755
C -12.6749 2.0807 14.5450
C -13.5472 -0.2865 13.1056
C -14.6777 -0.8248 13.9927
H -15.6313 3.1742 11.4921
H -15.7094 2.3147 10.0283
H -14.1357 2.8290 10.6619
H -15.8794 0.7247 12.0547
H -14.8259 0.2398 10.9180
H -13.8896 3.0527 13.1343
H -14.8020 2.0452 14.1329
H -12.8451 2.7911 15.3532
H -12.5926 1.1018 15.0209
H -11.6845 2.1720 14.0976
H -12.5882 -0.3239 13.6217
H -13.3994 -1.0292 12.3194
H -15.7218 -0.6291 13.7511
H -14.5399 -0.3893 14.9842
H -14.5716 -1.9066 14.0798
C -7.4658 4.1026 12.7647
C -8.6079 3.0463 12.7546
N -8.1283 1.7547 12.2582
C -7.0257 1.1056 13.0404
C -6.7654 -0.3822 12.6484
C -9.2607 0.8515 12.0512
C -10.3090 1.3953 11.0682
H -7.9555 5.0425 13.0250
H -7.1303 4.2144 11.7344
H -6.7671 3.8754 13.5678
H -8.9050 2.9045 13.8002
H -9.5336 3.3559 12.2731
H -6.1166 1.6994 12.9508
H -7.2800 1.1132 14.1044
H -7.4589 -1.1239 13.0433
H -6.4717 -0.4959 11.6059
H -5.8981 -0.6654 13.2499
H -9.7952 0.5873 12.9703
H -8.8568 -0.0975 11.7010
H -9.7302 1.8161 10.2457
H -11.0619 1.9814 11.5938
H -10.9028 0.6022 10.6109
*
```



(2)
# C42H99N6O14V2

A structure of composition C42H99N6O14V2 at a distorted geometry (ωB97M-V/def2-TZVPD, the Open Molecules 2025 dataset).

Values from the calculation:
M in g/mol: 1014.2
DFT total energy in a.u.: -4929.06414
HOMO level (alpha / beta) in eV: -7.847 / -8.260

ORCA input file:
```
! RIJCOSX wB97M-V def2-TZVPD def2/J DEFGRID3
* xyz 0 2
O -5.3942 -1.5109 -3.0118
V -4.4811 -0.7663 -1.8721
O -4.5370 -1.6987 -0.5313
O -3.0007 3.5705 -1.9334
V -3.4612 2.4826 -0.8614
O -4.2148 3.2105 0.3426
C -0.2322 -0.3351 0.0001
C -1.6636 0.0148 0.3661
O -2.5925 0.3233 -0.6953
H -0.1506 -1.3662 -0.3438
H 0.4450 -0.2453 0.8495
H 0.0675 0.3256 -0.8134
H -1.5821 0.8886 1.0124
H -2.0704 -0.6877 1.0935
C -1.9770 5.6709 1.7656
C -1.4044 5.0864 0.5111
C 0.1074 5.6358 0.2038
O 0.8365 4.8222 -0.7060
C 0.3197 4.6709 -1.9919
N -1.4269 3.6542 0.3536
H -1.2989 5.3790 2.5675
H -3.0063 5.3769 1.9711
H -2.0347 6.7584 1.7199
H -2.0453 5.3673 -0.3246
H 0.6403 5.6198 1.1546
H 0.1250 6.6810 -0.1050
H -0.7137 4.3244 -1.9837
H 0.8355 3.7588 -2.2919
H 0.4230 5.6010 -2.5509
H -0.6083 3.6250 -0.2373
H -1.1824 3.3522 1.2859
C -1.0110 3.2535 -5.3164
O -1.6779 2.1623 -4.6944
C -2.6630 1.6264 -5.6393
C -3.7473 0.6989 -5.0128
N -3.0820 -0.1449 -3.9731
C -2.1966 -1.0834 -4.6199
C -1.6560 -1.9862 -3.6270
O -2.5376 -2.9891 -3.2813
C -2.7870 -4.0017 -4.2917
H -0.5589 2.8524 -6.2235
H -0.1130 3.3712 -4.7098
H -1.5166 4.2191 -5.3223
H -2.2024 1.0576 -6.4470
H -3.2314 2.4708 -6.0292
H -4.2783 -0.0143 -5.6433
H -4.5039 1.2311 -4.4361
H -2.5077 0.4479 -3.3909
H -1.3450 -0.6206 -5.1186
H -2.8400 -1.5840 -5.3435
H -1.3072 -1.3970 -2.7790
H -0.6969 -2.4205 -3.9094
H -2.9803 -3.6864 -5.3170
H -3.5903 -4.6871 -4.0215
H -1.8643 -4.5581 -4.4570
C -1.4473 -5.5139 -0.1147
O -0.1594 -5.7321 -0.7360
C -0.0129 -4.9297 -1.8769
C 1.4182 -4.9470 -2.3128
N 2.4483 -5.0024 -1.2683
C 2.4387 -3.8369 -0.3950
C 3.2870 -4.2264 0.8176
O 2.9165 -5.4648 1.5960
C 3.9133 -6.4302 1.8242
H -2.1804 -6.2528 -0.4384
H -1.9042 -4.5342 -0.2546
H -1.2604 -5.7760 0.9267
H -0.3010 -3.9085 -1.6273
H -0.6560 -5.1683 -2.7240
H 1.6603 -4.0966 -2.9502
H 1.4938 -5.8118 -2.9719
H 2.3045 -5.8692 -0.7701
H 1.4327 -3.6343 -0.0275
H 2.8560 -2.9362 -0.8451
H 3.3449 -3.4723 1.6025
H 4.3308 -4.2722 0.5068
H 3.3818 -7.3342 2.1213
H 4.5262 -6.1856 2.6917
H 4.5375 -6.7152 0.9773
C -1.1981 0.6627 5.2054
O 0.1486 0.9755 5.2108
C 0.5270 2.0007 6.1301
C 1.9183 2.6044 6.0150
N 2.5584 2.5289 4.7006
C 2.3436 3.7608 3.9815
C 3.2116 3.7872 2.7324
O 3.0827 2.5531 2.0328
C 1.9503 2.2609 1.2247
H -1.7798 1.5172 4.8597
H -1.5721 0.4854 6.2137
H -1.5915 -0.0618 4.4923
H 0.3904 1.4635 7.0686
H -0.1174 2.8765 6.0539
H 2.5330 1.8431 6.4953
H 2.2400 3.4223 6.6597
H 2.3142 1.7412 4.1176
H 2.7317 4.5945 4.5667
H 1.2621 3.8057 3.8530
H 4.2340 3.7454 3.1079
H 3.1058 4.6291 2.0481
H 1.9940 2.9921 0.4175
H 1.0608 2.3439 1.8493
H 2.0149 1.1987 0.9891
C 3.7020 4.3168 -3.4091
C 4.5750 3.3767 -4.2460
C 5.7252 2.9979 -3.2994
C 5.2891 1.9538 -2.2384
C 4.8054 0.7246 -2.9194
C 3.5334 1.0143 -3.8207
N 3.9082 2.0922 -4.7506
O 2.9946 2.3798 -5.7887
C 3.3824 -0.2214 -4.5823
C 2.1585 1.2327 -3.0427
C 5.1990 4.2061 -5.3945
H 3.1236 3.9003 -2.5845
H 2.9363 4.8478 -3.9747
H 4.2563 5.1631 -3.0034
H 6.6494 2.7665 -3.8289
H 5.9550 3.8007 -2.5988
H 4.4857 2.3336 -1.6072
H 6.1572 1.6989 -1.6305
H 4.6061 -0.0523 -2.1813
H 5.6565 0.3491 -3.4875
H 3.2069 -1.0004 -3.8403
H 2.6362 -0.2697 -5.3753
H 4.2734 -0.5033 -5.1434
H 2.3015 1.7420 -2.0897
H 1.4204 1.8504 -3.5545
H 1.5541 0.3279 -2.9795
H 5.8107 3.7039 -6.1440
H 5.7176 5.0783 -4.9965
H 4.4241 4.6003 -6.0521
H 3.5552 2.3667 -6.5678
C -0.4604 -3.1318 4.5797
C -1.9648 -3.3104 4.8719
C -2.1660 -2.6406 6.2636
C -3.7029 -2.5016 6.6182
C -4.4743 -1.6915 5.5217
C -4.2436 -2.3484 4.0702
N -2.7598 -2.5539 3.8402
O -2.6015 -3.0496 2.5082
C -5.0234 -3.6912 4.0226
C -4.6719 -1.2404 3.1039
C -2.3214 -4.7933 4.9334
H -0.2500 -3.8082 3.7512
H 0.1101 -3.6535 5.3481
H -0.2017 -2.0786 4.4706
H -1.6922 -3.2530 7.0307
H -1.7032 -1.6542 6.2330
H -3.8069 -1.9658 7.5617
H -4.3026 -3.4115 6.6412
H -4.2045 -0.6370 5.5802
H -5.5325 -1.8522 5.7278
H -6.1079 -3.5976 3.9671
H -4.7592 -4.3619 3.2049
H -4.7845 -4.2951 4.8980
H -4.3585 -1.4619 2.0837
H -5.7527 -1.0994 3.0987
H -4.2248 -0.2508 3.1985
H -2.7243 -5.1603 3.9894
H -3.0789 -4.9559 5.7000
H -1.5383 -5.5049 5.1952
H -2.2547 -2.3112 2.0022
*
```



(3)
# C43H105N3O11

A cluster of 11 separate species, C43H105N3O11 in total at a distorted geometry (ωB97M-V/def2-TZVPD, the Open Molecules 2025 dataset).

Values from the calculation:
M in g/mol: 840.3
DFT total energy in a.u.: -2692.94568
HOMO level in eV: -7.891

ORCA input file:
```
! RIJCOSX wB97M-V def2-TZVPD def2/J DEFGRID3
* xyz 0 1
C 5.6869 15.9252 -7.4838
C 6.2798 14.5342 -7.0323
C 6.9979 13.9835 -8.2719
C 8.3522 14.6345 -8.5460
C 9.2597 14.4614 -7.3232
C 8.5605 15.0750 -6.0328
N 7.2096 14.6601 -5.8834
O 6.5382 15.0667 -4.7172
C 9.3912 14.4872 -4.8951
C 8.8056 16.5796 -6.0581
C 5.1306 13.5832 -6.5903
H 6.4129 16.6868 -7.7686
H 5.2429 16.4177 -6.6188
H 4.8950 15.8344 -8.2272
H 7.0957 12.9367 -7.9842
H 6.4077 13.9644 -9.1881
H 8.2471 15.6931 -8.7837
H 8.8283 14.2655 -9.4545
H 10.1411 15.0708 -7.5233
H 9.4765 13.3976 -7.2263
H 10.2394 15.0895 -4.5698
H 8.7431 14.3321 -4.0325
H 9.7132 13.4636 -5.0865
H 8.2013 17.2030 -6.7172
H 8.6259 16.9784 -5.0597
H 9.7736 16.9763 -6.3642
H 4.2205 13.6093 -7.1896
H 4.7981 13.6712 -5.5560
H 5.4717 12.5608 -6.7529
H 6.3606 15.9949 -4.8858
C 5.9912 9.4534 -8.8160
C 5.7078 9.3402 -10.2892
C 4.6440 8.2890 -10.6673
C 3.1596 8.7016 -10.5135
C 3.0175 10.0304 -11.2243
C 4.0018 11.1809 -10.9262
N 5.3140 10.6249 -10.9742
O 6.3066 11.6005 -10.8577
C 3.9052 12.2462 -12.0420
C 3.7048 11.8844 -9.5468
C 7.0482 8.7332 -10.9175
H 5.9870 8.5165 -8.2590
H 5.2606 10.1291 -8.3714
H 6.9547 9.9189 -8.6080
H 4.7088 7.9454 -11.6997
H 4.8519 7.3994 -10.0727
H 2.9450 8.7503 -9.4459
H 2.5459 7.9100 -10.9436
H 2.0952 10.6010 -11.1156
H 3.0751 9.8641 -12.3000
H 2.9502 12.7611 -11.9375
H 4.7009 12.9847 -11.9434
H 3.9822 11.8300 -13.0465
H 3.4795 11.1349 -8.7882
H 4.5472 12.5016 -9.2343
H 2.8245 12.5233 -9.6173
H 7.9334 9.2520 -10.5494
H 7.0819 8.8992 -11.9942
H 7.3832 7.7360 -10.6319
H 6.9612 11.4318 -11.5393
C 2.6000 20.4661 -13.3563
C 3.4326 19.6523 -12.3900
C 2.5634 19.3523 -11.0917
C 3.1085 18.1211 -10.3114
C 3.1775 16.8790 -11.2026
C 4.0800 17.1026 -12.4302
N 3.8229 18.3866 -13.0781
O 4.6413 18.6084 -14.2612
C 5.6219 17.1025 -11.9489
C 3.8342 16.0332 -13.4560
C 4.6588 20.4709 -12.0082
H 1.5856 20.0674 -13.3611
H 2.8005 20.3261 -14.4186
H 2.5152 21.5511 -13.2959
H 2.6147 20.1979 -10.4059
H 1.5073 19.2206 -11.3269
H 2.3813 17.9428 -9.5193
H 4.0725 18.2725 -9.8259
H 2.1603 16.5239 -11.3675
H 3.6617 16.0763 -10.6464
H 5.8120 17.7797 -11.1161
H 5.7880 16.1125 -11.5242
H 6.4111 17.3326 -12.6647
H 4.2422 15.1302 -13.0019
H 2.7908 15.8760 -13.7292
H 4.3958 16.2617 -14.3618
H 5.3540 20.7995 -12.7808
H 5.3862 20.0461 -11.3163
H 4.3864 21.4090 -11.5246
H 4.0800 18.4592 -15.0256
C 10.5427 11.1948 -9.7593
C 11.7910 11.6587 -8.9915
O 12.8233 11.5616 -9.8760
H 10.3837 11.6538 -10.7350
H 9.6344 11.3358 -9.1734
H 10.5384 10.1099 -9.8652
H 12.0361 11.1920 -8.0374
H 11.6397 12.7037 -8.7210
H 13.6511 11.7358 -9.4220
C 14.2430 11.7772 -13.7396
C 12.9344 11.1499 -13.3919
O 12.3077 10.6462 -14.5343
H 14.1128 12.3312 -14.6693
H 15.0423 11.0430 -13.8406
H 14.5456 12.4994 -12.9814
H 12.3110 11.8778 -12.8728
H 13.1801 10.3923 -12.6477
H 11.4380 10.3344 -14.2737
C 12.1723 14.6467 -11.3660
C 12.4912 16.1168 -11.1305
O 13.3888 16.5973 -12.1132
H 12.9967 13.9611 -11.1699
H 11.8588 14.5565 -12.4061
H 11.3158 14.3259 -10.7730
H 12.9693 16.2486 -10.1598
H 11.5978 16.7212 -11.2869
H 13.0334 16.3038 -12.9553
C 8.4876 13.9763 -12.6672
C 9.0675 12.6986 -13.2176
O 8.4846 11.4980 -12.6261
H 8.6340 14.1729 -11.6051
H 7.3981 13.9967 -12.6949
H 8.9175 14.7811 -13.2634
H 10.1557 12.6639 -13.1662
H 8.8626 12.7676 -14.2860
H 8.5582 10.6868 -13.1343
C 5.4231 9.4795 -14.3659
C 6.0256 10.7180 -15.0766
O 6.1102 10.3895 -16.4314
H 4.4072 9.2606 -14.6949
H 5.2968 9.7884 -13.3283
H 6.0876 8.6251 -14.2370
H 7.0181 10.9981 -14.7237
H 5.3877 11.6004 -15.0266
H 6.9190 9.9150 -16.6372
C 10.2403 7.9104 -12.8110
C 9.4534 7.8996 -14.1656
O 9.4937 9.1580 -14.7426
H 11.2297 8.3174 -13.0198
H 10.3283 6.9386 -12.3252
H 9.8222 8.6429 -12.1207
H 8.4504 7.4997 -14.0166
H 10.0526 7.2584 -14.8120
H 8.9013 9.2700 -15.4896
C 7.1475 14.6854 -16.2891
C 8.5629 15.0757 -16.8356
O 9.5190 14.3646 -16.1339
H 7.0113 15.2752 -15.3826
H 6.8089 13.6795 -16.0412
H 6.4255 15.0407 -17.0244
H 8.8648 16.1052 -16.6429
H 8.6924 14.9705 -17.9128
H 9.8292 13.7174 -16.7714
C 9.9353 17.3760 -13.9918
C 11.3158 17.2305 -14.6832
O 11.6470 15.8298 -14.6819
H 9.6505 18.4277 -14.0204
H 9.9433 17.1231 -12.9316
H 9.1730 16.7615 -14.4709
H 12.1108 17.8414 -14.2557
H 11.2356 17.5734 -15.7147
H 10.8582 15.3173 -14.8733
*
```